# 1
This record from the OMol25 dataset describes a cluster of 2 separate species, C2H7NO3 in total. The level of theory is ωB97M-V/def2-TZVPD.

XYZ file:
```
13
Properties=species:S:1:pos:R:3:forces:R:3
H -1.593 1.549 0.910 0.24 -0.11 0.45
H -1.599 -0.831 -0.733 -0.21 0.33 0.05
H -2.446 -0.716 0.641 -0.29 0.23 0.04
H 1.810 0.152 0.802 -0.30 -0.46 -0.08
O 0.866 -0.924 -1.186 0.04 0.07 0.09
N -2.057 -0.156 -0.112 0.62 -0.81 -0.39
C -1.070 0.722 0.428 0.06 0.48 0.30
O 2.470 0.019 0.092 0.23 0.64 -0.03
O -0.179 0.101 1.388 -0.20 0.11 -0.01
C 1.897 -0.317 -1.061 -0.35 -0.10 -0.07
H -0.123 -0.816 1.092 0.11 -0.04 0.01
H -0.443 1.166 -0.341 -0.20 -0.14 -0.42
H 2.468 0.052 -1.921 0.25 -0.19 0.07
```
Forces are in eV/Å.

The HOMO energy comes out at -0.36994 hartree. The maximum force is 0.021 hartree/bohr. The value obtained for the energy relative to the best compared isomer or geometry (same formula, charge and spin) is 21.4 kcal/mol. The SMILES is O=CO.NCO.

---

# 2
This record from the OMol25 dataset describes a structure of composition C2H7NO3. The level of theory is ωB97M-V/def2-TZVPD.

XYZ file:
```
13
Properties=species:S:1:pos:R:3:forces:R:3
O 0.933 -1.379 -0.137 0.51 1.77 2.25
N -0.621 1.042 -0.227 -1.58 -1.39 2.22
H 1.374 1.010 1.347 -0.42 -1.21 1.12
H -0.688 1.954 -0.521 -0.12 2.53 -1.11
C -0.599 0.047 -1.335 0.19 -0.61 0.80
O -1.220 -2.060 -0.098 1.24 2.24 -0.54
H -1.479 -0.117 -2.027 0.52 0.56 1.15
O 1.556 0.134 1.804 1.72 1.50 -2.17
H 1.354 -0.556 0.721 -1.02 -2.16 -1.71
H -1.390 0.963 0.536 1.46 -0.46 -2.18
H 0.294 0.359 -1.988 -1.15 -0.97 1.10
C -0.358 -1.228 -0.408 0.07 -1.80 -1.77
H 0.843 -0.170 2.333 -1.41 0.01 0.84
```
Forces are in eV/Å.

The HOMO energy comes out at -0.34828 hartree. The maximum force is 0.061 hartree/bohr. The value obtained for the energy relative to the best compared isomer or geometry (same formula, charge and spin) is 52.8 kcal/mol.

---

# 3
This record from the OMol25 dataset describes a cluster of 2 separate species, C2H7NO3 in total. The level of theory is ωB97M-V/def2-TZVPD.

XYZ file:
```
13
Properties=species:S:1:pos:R:3:forces:R:3
C 1.119 1.985 -1.009 -6.21 -3.54 0.56
C -0.970 -0.873 0.471 -0.90 0.03 0.73
H -0.076 -1.313 -1.113 0.61 -0.03 -1.56
H 1.578 2.778 -0.583 2.08 3.34 0.21
N 0.284 -1.212 -0.195 -1.71 2.09 0.71
H -1.763 -1.690 0.289 0.94 0.97 0.73
O 1.754 0.818 -0.926 -0.45 -0.01 2.73
H -1.392 0.101 0.027 0.87 -1.43 0.41
O -0.696 -0.653 1.894 -1.94 0.11 -1.29
H 0.718 -2.052 0.061 0.28 -1.48 0.85
H -1.577 -0.318 2.214 1.42 -0.44 -0.02
O -0.135 1.946 -1.076 2.93 1.19 -0.67
H 1.156 0.482 -0.055 2.08 -0.81 -3.40
```
Forces are in eV/Å.

The HOMO energy comes out at -0.36269 hartree. The maximum force is 0.139 hartree/bohr. The value obtained for the energy relative to the best compared isomer or geometry (same formula, charge and spin) is 69.8 kcal/mol. The SMILES is O=CO.NCO.

---

# 4
This record from the OMol25 dataset describes a structure of composition C2H7NO3. The level of theory is ωB97M-V/def2-TZVPD.

XYZ file:
```
13
Properties=species:S:1:pos:R:3:forces:R:3
H 2.273 0.442 0.890 -0.38 -0.63 -0.21
H -1.170 -0.017 0.343 -0.31 1.81 1.08
H -1.415 1.408 1.929 -0.29 -0.42 -0.94
O -1.287 0.540 1.519 -0.37 -1.60 -0.88
O -0.826 -0.496 -2.032 0.34 0.47 0.32
N -0.459 -0.380 -0.642 1.39 0.78 1.75
C -0.513 -1.641 -1.285 0.34 -0.27 0.08
H 0.421 -2.138 -1.531 -0.02 0.09 -0.04
O 0.660 1.441 1.594 2.04 -0.65 -1.97
H 0.597 0.180 -0.274 -2.69 -1.78 -1.86
C 1.424 1.100 0.649 0.46 2.36 3.09
H 1.643 1.847 -0.130 -0.55 -0.25 -0.47
H -1.348 -2.286 -1.029 0.03 0.09 0.04
```
Forces are in eV/Å.

The HOMO energy (alpha / beta) comes out at -0.31639 / -0.31666 hartree. The maximum force is 0.076 hartree/bohr. The value obtained for the energy relative to the best compared isomer or geometry (same formula, charge and spin) is 195.0 kcal/mol.